No. 1
Density functional theory data (the ωB97M-V functional and the def2-TZVPD basis) for one molecule with the formula C21H21N7O at a distorted geometry.

Geometry as ORCA input:
```
! wB97M-V def2-TZVPD RIJCOSX def2/J DEFGRID3
* xyz 0 1
C 1.004 -3.109 -2.048
C -0.336 1.891 -1.855
H -2.916 3.623 5.568
H -1.684 6.978 3.192
C 1.667 -4.370 -2.051
H -0.858 -3.282 -7.398
H -0.676 -0.189 4.618
H 1.410 -6.456 -5.234
H -0.709 5.512 1.563
C 0.332 -4.999 -6.469
N -0.524 2.724 1.621
H 2.290 1.638 3.890
C -0.008 1.478 1.813
C 0.850 -5.549 -5.297
C -0.286 -2.946 -5.390
C 0.198 -3.453 -4.192
C -2.286 5.397 4.525
N 0.241 -2.713 -3.079
C -1.710 3.142 3.815
C -1.722 5.906 3.306
C 0.840 -4.761 -4.196
H -0.713 -1.985 -5.301
H 0.402 1.203 -2.329
C -2.327 3.980 4.677
H 0.506 -5.548 -7.369
N -0.650 3.045 0.310
C 1.298 1.797 3.824
H -1.827 2.085 3.852
C -0.033 -0.317 3.675
C 0.707 -0.380 0.389
H -0.576 -0.923 2.880
C -0.319 1.969 -0.327
N 1.118 -2.249 -0.930
H -2.686 6.103 5.279
H -0.175 2.878 -2.265
N 1.537 -5.235 -3.113
N 0.439 0.927 3.054
C -1.108 3.607 2.578
H 2.892 -5.492 -1.349
C -0.391 -3.742 -6.480
H 1.373 -0.905 1.095
H 0.756 -0.972 3.928
H 0.942 1.832 4.908
H 1.644 -2.688 -0.176
N 0.544 -1.005 -0.733
C -1.110 5.018 2.452
H 1.152 2.786 3.454
O 2.589 -4.684 -1.089
H -1.213 1.498 -2.203
C 0.111 0.936 0.611
*
```

Computed properties:
LUMO level	-0.005	hartree
SMILES	Cc1nn(-c2ccccc2)c(N(C)C)c1/C=N/Nc1nc2ccccc2nc1O
total energy	-34592.4437	eV
ΔE to the lowest compared entry with this formula, charge and spin	1.5923	eV
HOMO-LUMO gap	7.40	eV

Formally, the Löwdin partial charges of the atoms, in units of the elementary charge, are as follows:
1 C -0.1998
2 C -0.0157
3 H 0.1197
4 H 0.0967
5 C -0.2496
6 H 0.1210
7 H 0.1003
8 H 0.1083
9 H 0.1081
10 C -0.0536
11 N -0.0346
12 H 0.0389
13 C -0.2186
14 C -0.0468
15 C -0.0539
16 C -0.2267
17 C -0.0686
18 N 0.1820
19 C -0.0420
20 C -0.0863
21 C -0.2414
22 H 0.1024
23 H 0.0815
24 C -0.1077
25 H 0.0856
26 N 0.1491
27 C -0.0589
28 H 0.0958
29 C -0.0737
30 C -0.0775
31 H 0.1037
32 C -0.2374
33 N 0.0194
34 H 0.1020
35 H 0.0702
36 N 0.1833
37 N -0.1644
38 C -0.1380
39 H 0.0529
40 C -0.0675
41 H 0.1243
42 H 0.0539
43 H 0.1140
44 H 0.1251
45 N 0.0596
46 C -0.0455
47 H 0.0719
48 O 0.1021
49 H 0.0381
50 C -0.1018

No. 2
Density functional theory data (the ωB97M-V functional and the def2-TZVPD basis) for C29H46BaBrNOP2 as an isolated structure at a distorted geometry.

Geometry as ORCA input:
```
! wB97M-V def2-TZVPD RIJCOSX def2/J DEFGRID3
* xyz 2 1
H -3.430 -0.752 -6.728
C -0.863 3.830 -3.985
C 0.974 0.600 -1.966
C -0.365 -4.913 -4.278
H 1.772 0.650 2.083
H 2.980 0.728 -4.346
C -1.285 5.267 -7.315
H 0.225 0.138 2.823
H -4.539 -3.685 -0.912
H -5.187 -2.979 -2.405
H 1.438 4.157 3.430
H 0.708 -4.980 -4.492
H 2.042 2.109 -0.831
C -2.835 -1.594 -4.824
H -0.397 -3.098 -3.059
H 2.541 -3.858 0.026
H 4.399 -0.327 -4.111
O 0.116 1.824 1.558
H 0.797 1.651 4.662
H -0.583 7.413 -4.778
H -3.706 -1.146 -4.328
P -2.602 -3.259 -4.067
Br -1.492 -0.844 -0.112
H 5.317 -1.209 -1.798
H -1.426 5.948 -9.387
C -3.076 -1.710 -6.332
C -4.393 -3.613 -1.994
C 0.693 3.364 3.274
H -0.676 3.790 1.611
H -0.547 -0.654 -2.874
H 3.244 -0.663 -5.416
H -1.753 1.292 -3.935
Ba -1.523 2.104 -0.445
H -0.356 -2.807 -4.822
H 2.175 -3.848 -1.716
H -3.834 -2.473 -6.553
H -0.213 3.651 3.838
C 4.958 -0.728 -0.880
C 0.289 3.259 1.811
H 3.656 -3.051 -1.101
H 5.779 -0.104 -0.506
H -1.957 -0.972 -4.610
H 1.570 -1.526 -3.902
C -0.803 7.918 -6.848
C 1.201 1.963 3.705
H 4.755 -1.489 -0.118
H -0.604 8.983 -6.695
C 2.600 -3.253 -0.892
C -0.813 7.020 -5.764
C 0.640 2.992 -2.225
H 3.464 0.665 -0.188
H 3.105 -2.195 -3.331
C -0.999 4.680 -4.863
C 3.324 -0.319 -4.375
P 2.253 -0.628 -1.771
C 3.757 0.177 -1.133
C 2.546 -1.255 -3.446
C -3.022 -3.005 -2.299
H -0.907 -5.331 -5.137
C -0.198 0.385 -2.715
H 1.984 -1.548 0.358
H -1.441 4.228 -7.592
H 2.296 2.024 3.804
H 4.033 0.975 -1.840
C -0.393 2.761 -3.149
C 0.836 1.013 2.560
H 1.085 3.639 1.130
H -0.578 -5.539 -3.403
N -1.023 7.517 -8.098
H -2.152 -1.977 -6.861
H 0.701 -2.089 -0.705
C 1.257 1.923 -1.576
C -0.766 -3.454 -4.033
C 1.805 -1.969 -0.652
C -0.898 1.445 -3.275
C -1.057 5.653 -5.974
C -1.259 6.227 -8.342
H 0.990 4.019 -2.095
H -3.002 -1.926 -2.095
H -4.486 -4.616 -2.425
H -2.234 -3.449 -1.675
*
```

Computed properties:
LUMO level	-0.245	hartree
total energy	-123657.1662	eV
ΔE to the lowest compared entry with this formula, charge and spin	0.0000	eV
HOMO-LUMO gap	5.33	eV

Formally, the Löwdin partial charges of the atoms, in units of the elementary charge, are as follows:
1 H 0.0674
2 C 0.0436
3 C -0.3574
4 C -0.1702
5 H 0.1138
6 H 0.0797
7 C -0.0072
8 H 0.1270
9 H 0.0699
10 H 0.0702
11 H 0.1286
12 H 0.0629
13 H 0.1129
14 C -0.4494
15 H 0.0420
16 H 0.0988
17 H 0.0839
18 O -0.4499
19 H 0.1207
20 H 0.1119
21 H 0.0784
22 P 0.9697
23 Br -0.0303
24 H 0.0860
25 H 0.1197
26 C -0.1697
27 C -0.1686
28 C -0.1347
29 H 0.0881
30 H 0.0896
31 H 0.0939
32 H 0.1360
33 Ba 1.7981
34 H 0.0651
35 H 0.0847
36 H 0.0696
37 H 0.1274
38 C -0.1072
39 C -0.2484
40 H 0.0580
41 H 0.0957
42 H 0.0345
43 H 0.0905
44 C -0.1109
45 C -0.1210
46 H 0.0781
47 H 0.1192
48 C -0.1108
49 C -0.0149
50 C -0.1312
51 H 0.0909
52 H 0.1000
53 C 0.1098
54 C -0.1075
55 P 1.0255
56 C -0.3146
57 C -0.2955
58 C -0.4949
59 H 0.0688
60 C -0.1925
61 H 0.1013
62 H 0.1132
63 H 0.1219
64 H 0.1062
65 C -0.3358
66 C -0.1378
67 H 0.1246
68 H 0.0739
69 N 0.0730
70 H 0.0689
71 H 0.0028
72 C -0.1626
73 C -0.4596
74 C -0.3333
75 C -0.1144
76 C -0.2106
77 C -0.1092
78 H 0.1439
79 H -0.0106
80 H 0.0645
81 H 0.0562

No. 3
Density functional theory data (the ωB97M-V functional and the def2-TZVPD basis) for C8H12N2PPb as an isolated structure at a distorted geometry.

Geometry as ORCA input:
```
! wB97M-V def2-TZVPD RIJCOSX def2/J DEFGRID3
* xyz 1 1
C -2.065 0.558 -0.110
C -0.797 1.200 -0.508
C -0.548 2.249 0.410
C 1.204 -1.671 3.021
H 3.422 -1.433 -1.519
H -0.707 -1.028 2.087
H -3.478 1.042 1.554
Pb -0.049 -2.456 -1.207
P 2.127 -1.078 -2.047
H -1.704 2.977 2.192
N 2.301 -2.279 2.397
H 1.184 -1.437 4.071
H 0.309 2.921 0.392
H 2.681 -2.897 0.382
H 3.185 -2.538 2.832
H 2.367 -1.224 -3.455
H -2.546 -0.273 -0.633
C 0.271 -1.477 2.059
H 2.146 0.364 -1.915
C -2.548 1.253 1.028
C 2.005 -2.464 1.110
H -0.193 0.919 -1.374
C -1.614 2.281 1.360
N 0.779 -1.972 0.856
*
```

Computed properties:
LUMO level (alpha / beta)	-0.153 / -0.164	hartree
total energy	-25997.8447	eV
ΔE to the lowest compared entry with this formula, charge and spin	0.0000	eV
HOMO-LUMO gap (alpha / beta)	6.90 / 5.70	eV

Formally, the Löwdin partial charges of the atoms, in units of the elementary charge, are as follows:
1 C -0.1165
2 C -0.1216
3 C -0.1083
4 C -0.0381
5 H -0.0865
6 H 0.1092
7 H 0.0975
8 Pb 0.7723
9 P 0.5707
10 H 0.1116
11 N 0.0873
12 H 0.1257
13 H 0.0948
14 H 0.1076
15 H 0.1769
16 H -0.0853
17 H 0.0694
18 C -0.0958
19 H -0.0797
20 C -0.1149
21 C -0.2356
22 H 0.0441
23 C -0.0500
24 N -0.2349

No. 4
Density functional theory data (the ωB97M-V functional and the def2-TZVPD basis) for C21H20BeN7S as an isolated structure.

Geometry as ORCA input:
```
! wB97M-V def2-TZVPD RIJCOSX def2/J DEFGRID3
* xyz 1 1
C 0.322 0.239 6.130
C 3.474 -0.273 -1.703
H -1.187 -2.012 -0.087
C 4.762 0.076 -2.080
H 0.496 -3.009 -1.072
H -2.586 1.748 6.032
H 0.009 -2.233 -2.581
C -0.346 3.658 -0.162
H -1.920 6.216 -1.747
C 1.082 -0.628 5.367
N -0.888 1.236 -0.663
H -1.337 2.938 5.709
C -0.699 4.942 -0.523
C -1.915 -0.783 -1.565
C -1.677 5.193 -1.495
H 0.400 3.464 0.597
H 5.086 2.724 0.014
H -1.939 -1.129 -2.602
N -0.956 0.697 4.188
C -2.340 4.165 -2.136
C 5.316 1.166 -1.437
C -1.527 1.965 6.165
H 2.835 -1.988 -2.817
H -0.216 5.783 -0.044
C 0.270 -2.047 -1.536
C -1.987 2.876 -1.763
C 2.756 0.430 -0.727
C 1.478 -1.174 -1.433
H 2.781 2.076 0.668
C 4.607 1.879 -0.461
C 3.325 1.529 -0.091
N -0.816 -1.388 -0.797
H -3.095 4.353 -2.887
N 0.827 -0.863 4.081
H 0.514 0.385 7.183
N -2.437 1.629 -2.181
H -3.165 1.457 -2.854
C -0.221 -0.221 3.573
N 2.623 -1.286 -2.129
C -1.752 0.700 -1.492
H -2.867 -1.047 -1.101
H -1.293 2.012 7.227
C -0.694 0.930 5.477
C -1.005 2.613 -0.800
H 6.321 1.474 -1.691
S -0.735 -0.699 1.951
N 1.510 -0.170 -0.587
H 1.924 -1.167 5.786
H 5.302 -0.476 -2.838
Be -0.018 0.006 0.205
*
```

Computed properties:
LUMO level	-0.088	hartree
total energy	-43768.7799	eV
HOMO-LUMO gap	8.22	eV

Formally, the Löwdin partial charges of the atoms, in units of the elementary charge, are as follows:
1 C -0.0140
2 C -0.1648
3 H 0.0800
4 C -0.0019
5 H 0.1506
6 H 0.0851
7 H 0.1372
8 C 0.0068
9 H 0.1124
10 C -0.1238
11 N 0.1299
12 H 0.0858
13 C -0.0645
14 C -0.0568
15 C -0.0650
16 H 0.1138
17 H 0.1122
18 H 0.1368
19 N 0.0928
20 C -0.0025
21 C -0.0639
22 C -0.0288
23 H 0.1791
24 H 0.1117
25 C -0.0536
26 C -0.1647
27 C -0.1669
28 C -0.2487
29 H 0.1145
30 C -0.0637
31 C 0.0061
32 N -0.1008
33 H 0.1183
34 N 0.0484
35 H 0.1094
36 N 0.1942
37 H 0.1785
38 C -0.7761
39 N 0.1951
40 C -0.2528
41 H 0.1503
42 H 0.0766
43 C -0.3278
44 C -0.1672
45 H 0.1128
46 S 0.7657
47 N 0.1375
48 H 0.1110
49 H 0.1186
50 Be -0.0629